Below is a structure of composition C43H63CsN5O6S, with properties calculated with ωB97M-V with the def2-TZVPD basis set.

```
119
Properties=species:S:1:pos:R:3:forces:R:3:mulliken_charge:R:1
Cs 0.798190 0.121422 2.182940 0.48 0.18 0.55 1.5591
C 3.688198 3.538769 2.946982 0.04 -0.08 -0.06 -0.7845
C 4.133092 2.082507 2.961719 0.07 0.08 0.05 -0.4649
O 3.801224 1.381876 1.780646 -0.06 -0.01 0.01 -0.0199
C 4.520236 1.662293 0.613586 0.08 -0.09 -0.10 -0.6998
C 3.893914 2.722410 -0.280588 -0.04 0.05 0.02 -0.8296
O 2.510831 2.492833 -0.360397 -0.03 -0.03 0.01 0.0811
C 1.864648 3.248163 -1.364504 0.03 0.01 -0.01 -1.0456
C 0.406572 3.430566 -0.999678 -0.03 -0.02 -0.09 0.2118
O 0.194003 4.414144 -0.011127 -0.02 0.14 0.03 -0.5500
C 0.482555 4.015910 1.319715 0.10 0.00 0.10 0.1578
C 1.800476 4.571301 1.858118 0.05 -0.06 -0.09 -0.9198
O 2.321372 3.532806 2.651236 -0.09 0.04 0.08 0.0776
H 4.249307 4.119378 2.201073 -0.02 -0.02 0.00 0.3328
H 3.879009 3.987680 3.930182 0.03 -0.02 0.03 0.4312
H 3.603401 1.559184 3.760370 0.00 0.02 0.01 0.0717
H 5.215717 2.022082 3.147026 -0.01 0.02 0.03 0.4042
H 4.549782 0.723858 0.051399 -0.03 0.03 -0.01 0.2629
H 5.559246 1.949847 0.833617 -0.02 0.01 0.03 0.3303
H 4.364807 2.651851 -1.272834 0.01 -0.02 0.00 0.5034
H 4.080435 3.737777 0.095083 0.01 -0.02 -0.01 0.3480
H 1.955125 2.731799 -2.330835 -0.03 0.01 -0.01 0.4213
H 2.329457 4.239566 -1.461087 -0.01 -0.01 0.01 0.3930
H -0.025021 2.470188 -0.693371 0.06 0.00 0.00 -0.1081
H -0.138108 3.774892 -1.882765 0.02 -0.02 -0.01 0.3564
H 0.616702 2.936397 1.399978 -0.33 0.03 -0.17 -0.3012
H -0.362563 4.317548 1.935325 0.05 -0.01 0.07 0.3973
H 1.670474 5.492232 2.440577 -0.02 -0.01 0.02 0.3174
H 2.471712 4.795140 1.019022 -0.03 0.01 -0.01 0.2752
N -0.664816 0.907710 7.265040 0.09 -0.19 0.09 -0.4572
C 0.314549 0.777873 6.305877 -0.24 0.19 -0.24 0.3119
S 0.600519 2.114244 5.284896 0.06 0.07 -0.03 -0.4427
N 0.894592 -0.413678 6.316948 0.17 -0.13 0.00 -1.3009
N 1.731759 -0.619342 5.277907 0.06 -0.05 0.15 0.8908
C 2.533650 -1.609581 5.410264 -0.10 0.01 0.10 -1.0390
C 3.478532 -1.966874 4.355307 0.03 -0.11 0.13 0.9393
C 4.411438 -2.987818 4.583117 -0.04 0.03 -0.03 -0.8835
C 5.291345 -3.336190 3.577450 -0.02 0.03 -0.06 -0.3316
C 5.219078 -2.664440 2.364577 0.07 0.02 0.02 -0.9740
C 4.269656 -1.660097 2.234849 0.12 -0.09 -0.16 -0.4104
N 3.426856 -1.310224 3.192397 -0.01 -0.09 0.01 0.5875
H -0.914813 1.849313 7.501896 0.01 0.07 0.01 0.2109
H -0.625850 0.226004 8.007151 -0.03 0.03 0.01 0.2413
H 2.535947 -2.207887 6.324861 0.00 0.03 0.00 0.2114
H 4.427748 -3.493440 5.540257 -0.01 0.01 0.01 0.4062
H 6.016004 -4.126584 3.732452 0.01 0.00 -0.01 0.4130
H 5.865541 -2.912387 1.533130 0.01 -0.01 0.01 0.4734
H 4.160930 -1.123660 1.298632 0.00 0.00 0.00 0.2460
C -3.253023 -3.547822 -3.662236 -0.02 0.01 0.00 -2.1444
C -1.903249 -4.236081 -3.461286 -0.04 0.05 -0.05 1.9704
C -1.262593 -4.438101 -4.842873 -0.01 -0.03 0.01 -1.6784
C -2.157423 -5.605187 -2.816232 0.01 -0.03 0.00 -1.6845
C -0.966956 -3.408152 -2.588093 -0.08 0.03 -0.02 -0.5477
C -1.325288 -2.237162 -2.006745 -0.13 -0.04 0.03 0.1817
C -0.449803 -1.517254 -1.131430 0.07 0.06 0.02 -1.9620
N -0.796819 -0.436465 -0.426669 -0.15 -0.12 -0.24 0.3990
C -1.814101 0.374720 -0.704488 0.05 -0.13 -0.03 -2.3725
C -2.383853 0.549565 -2.008978 0.04 0.12 -0.10 0.6135
C -3.394495 1.420416 -2.238377 0.05 -0.06 -0.05 -0.7904
C -3.942127 2.125825 -1.112908 0.01 0.08 0.04 -0.2292
C -3.453784 2.064945 0.149140 0.04 -0.09 0.07 0.1497
C -2.283646 1.201784 0.413679 -0.10 0.13 0.15 1.3554
O -1.760184 1.134635 1.535813 -0.40 0.13 -0.21 -0.8410
C -4.093686 2.821974 1.310078 -0.06 0.00 0.01 2.2603
C -4.611596 1.811905 2.347639 0.00 0.02 0.01 -1.8033
C -5.283073 3.666965 0.848015 -0.01 0.03 -0.01 -2.2572
C -3.085810 3.768011 1.978087 -0.03 0.01 0.00 -1.5921
C -3.957487 1.718970 -3.622235 0.00 -0.05 -0.04 2.0446
C -3.791094 3.211135 -3.940208 -0.03 0.02 0.00 -1.6608
C -3.250264 0.915562 -4.712467 0.01 -0.02 -0.03 -1.9892
C -5.450042 1.355036 -3.658493 0.00 0.03 -0.01 -1.7240
C 0.882647 -2.058349 -0.840825 0.22 -0.09 0.00 0.5621
O 1.700806 -1.441530 -0.137258 -0.06 -0.06 -0.12 -0.2440
C 1.224681 -3.354488 -1.455784 0.01 0.10 0.02 -0.4184
C 0.335846 -3.930565 -2.302475 0.06 -0.02 0.02 -0.2644
C 2.549973 -4.017772 -1.087760 -0.02 -0.08 0.00 2.7856
C 2.711100 -5.380114 -1.767448 0.02 0.00 -0.03 -2.3657
C 3.741304 -3.148072 -1.517195 0.00 -0.03 -0.02 -1.5161
C 2.590988 -4.256557 0.429964 0.01 -0.01 0.01 -1.5006
H -3.883673 -4.154548 -4.315774 0.00 -0.01 0.00 0.4865
H -3.134770 -2.566646 -4.125958 0.01 0.01 -0.01 0.2283
H -3.782059 -3.414498 -2.716754 0.00 -0.01 0.00 0.4064
H -1.912751 -5.044595 -5.479145 -0.01 0.00 0.00 0.4811
H -0.300013 -4.945490 -4.768814 0.01 -0.01 -0.01 0.2917
H -1.097689 -3.477747 -5.334521 0.00 0.02 0.01 0.3450
H -2.814050 -6.207791 -3.449349 -0.01 0.00 0.00 0.4470
H -2.632106 -5.488155 -1.840507 0.00 0.01 0.01 0.3648
H -1.230866 -6.162300 -2.672335 0.02 0.00 0.00 0.3218
H -2.340416 -1.881071 -2.097979 0.02 0.05 -0.02 0.9178
H -1.894605 0.052104 -2.833729 0.00 -0.06 0.01 0.9751
H -4.784915 2.775854 -1.307939 -0.02 0.00 0.01 0.4453
H -5.360703 1.151924 1.902157 0.01 0.00 -0.01 0.3584
H -5.080171 2.345461 3.178897 0.00 0.00 0.00 0.4536
H -3.798326 1.208695 2.742581 0.03 -0.02 0.01 0.3029
H -6.073064 3.059580 0.400062 0.00 -0.02 0.00 0.3982
H -4.980049 4.428902 0.125361 0.00 0.01 0.01 0.3760
H -5.711515 4.178566 1.712212 0.01 0.00 0.00 0.4534
H -2.281133 3.210013 2.446087 0.05 -0.03 0.00 0.3201
H -3.593276 4.354004 2.749683 0.00 0.00 0.00 0.5329
H -2.663578 4.461114 1.245528 0.01 -0.01 -0.01 0.3021
H -2.735618 3.489603 -3.941733 0.01 -0.01 0.01 0.3027
H -4.298919 3.836139 -3.204826 0.00 0.02 0.00 0.3008
H -4.210056 3.440060 -4.923819 0.00 0.00 -0.01 0.4544
H -2.185653 1.151317 -4.762666 0.01 0.01 0.01 0.3719
H -3.690407 1.147114 -5.685141 -0.01 0.00 0.00 0.4968
H -3.352525 -0.158363 -4.545166 -0.01 -0.01 0.00 0.1802
H -6.020762 1.912183 -2.914676 0.00 0.01 0.01 0.2891
H -5.589822 0.290763 -3.460545 0.01 -0.01 0.01 0.3116
H -5.872385 1.581008 -4.641356 0.00 0.00 0.00 0.5019
H 0.595505 -4.875157 -2.762970 0.00 -0.01 0.02 0.4214
H 2.724090 -5.293333 -2.856759 0.01 0.00 0.00 0.4003
H 1.914307 -6.071720 -1.485692 -0.01 0.00 0.01 0.3904
H 3.660040 -5.823210 -1.457879 0.00 0.01 0.00 0.4528
H 3.738041 -3.006261 -2.601266 -0.01 0.01 0.00 0.3248
H 4.675920 -3.649040 -1.246013 0.00 0.02 0.01 0.4451
H 3.706957 -2.174741 -1.037343 -0.02 0.06 0.03 0.0966
H 1.781918 -4.927792 0.728639 -0.01 0.00 0.00 0.3022
H 2.494999 -3.324727 0.980735 -0.02 0.00 -0.01 0.2542
H 3.539687 -4.722369 0.710294 0.00 -0.01 0.00 0.4566
```
Forces are in eV/Å.

Properties
Relative energy (zero: lowest compared OMol25 entry of this formula, charge and spin), kJ/mol: 0.0
Total charge: -1
HOMO, hartree: -0.1499
Max |F|, eV/A: 0.748